Entry 1:
The following is a quantum chemistry calculation of a single CH2Cl2O molecule at a distorted geometry, from the OMol25 dataset.

CARTESIAN COORDINATES (ANGSTROEM)
1 C 0.35 -0.11 -0.01
2 O -0.85 -0.47 0.66
3 Cl 0.57 1.64 0.33
4 Cl 0.43 -0.38 -1.81
5 H 1.21 -0.71 0.31
6 H -1.70 0.04 0.52

Properties
maximum force = 2.4 eV/A
Kohn-Sham gap = 11.744 eV
DFT total energy = -1034.91016 Eh
2S+1 = 1
structure (SMILES) = OC(Cl)Cl
charge = 0
E_LUMO = 0.700 eV

=====

Entry 2:
The following is a quantum chemistry calculation of a single C5H10S molecule at a distorted geometry, from the OMol25 dataset.

CARTESIAN COORDINATES (ANGSTROEM)
1 C 0.20 0.92 1.37
2 C -0.04 0.23 0.00
3 C -0.13 1.48 -1.03
4 C 1.04 -0.62 -0.55
5 C 2.20 -0.82 0.02
6 H 0.47 0.23 2.21
7 H -0.55 1.62 1.69
8 H 1.08 1.53 1.14
9 H -0.95 2.15 -0.59
10 H 0.85 2.09 -1.04
11 H -0.29 1.18 -2.13
12 H -2.47 -0.02 -0.09
13 H 0.83 -0.82 -1.58
14 H 3.09 -1.35 -0.25
15 H 2.19 -0.32 0.93
16 S -1.49 -0.84 0.05

Properties
maximum force = 2.6 eV/A
Kohn-Sham gap = 9.843 eV
DFT total energy = -594.63522 Eh
2S+1 = 1
structure (SMILES) = C=CC(C)(C)S
charge = 0
E_LUMO = 0.852 eV

=====

Entry 3:
The following is a quantum chemistry calculation of 2 unconnected molecules or ions with the total composition C4H7NO at a distorted geometry, from the OMol25 dataset.

CARTESIAN COORDINATES (ANGSTROEM)
1 C -0.02 0.79 -1.54
2 C 1.18 0.29 -0.80
3 N 1.41 0.62 0.41
4 C -1.06 -0.55 2.00
5 C -1.30 -1.27 0.93
6 O -1.49 -1.90 -0.04
7 H 0.29 1.46 -2.35
8 H -0.68 1.33 -0.86
9 H -0.57 -0.04 -1.99
10 H 1.85 -0.38 -1.36
11 H 2.27 0.19 0.75
12 H -0.34 0.26 1.91
13 H -1.55 -0.79 2.94

Properties
maximum force = 1.0 eV/A
Kohn-Sham gap = 10.048 eV
DFT total energy = -286.55475 Eh
2S+1 = 1
structure (SMILES) = [H]/N=C/C.C=C=O
charge = 0
E_LUMO = 0.969 eV

=====

Entry 4:
The following is a quantum chemistry calculation of 2 unconnected molecules or ions with the total composition C19H32N2O3 at a distorted geometry, from the OMol25 dataset.

CARTESIAN COORDINATES (ANGSTROEM)
1 C -0.46 3.79 -3.25
2 C 0.71 3.74 -2.22
3 C 1.24 2.30 -2.02
4 C 1.67 2.06 -0.56
5 C 1.75 0.54 -0.27
6 C 3.17 -0.07 -0.34
7 C 3.44 -1.13 0.75
8 C 2.58 -2.40 0.61
9 C 1.32 -2.42 1.53
10 C 0.06 -2.40 0.64
11 C -1.24 -2.25 1.42
12 C -2.52 -2.02 0.56
13 C -2.28 -1.66 -0.88
14 C -1.92 -2.51 -1.81
15 C -1.65 -2.12 -3.21
16 O -1.16 -2.89 -3.97
17 C -1.98 -0.72 -3.62
18 C -2.36 0.13 -2.71
19 C -2.46 -0.21 -1.25
20 O -2.71 0.64 -0.47
21 H -1.38 3.52 -2.72
22 H -0.23 3.11 -4.07
23 H -0.55 4.80 -3.67
24 H 0.33 4.13 -1.27
25 H 1.51 4.36 -2.64
26 H 0.48 1.59 -2.35
27 H 2.11 2.19 -2.68
28 H 2.65 2.49 -0.35
29 H 0.88 2.47 0.08
30 H 1.28 0.31 0.70
31 H 1.14 0.03 -1.02
32 H 3.89 0.75 -0.19
33 H 3.32 -0.50 -1.33
34 H 4.51 -1.38 0.67
35 H 3.29 -0.64 1.72
36 H 2.30 -2.54 -0.44
37 H 3.20 -3.26 0.88
38 H 1.32 -3.32 2.15
39 H 1.32 -1.50 2.11
40 H 0.01 -3.34 0.07
41 H 0.22 -1.62 -0.10
42 H -1.39 -3.18 1.97
43 H -1.15 -1.46 2.17
44 H -3.05 -1.18 1.00
45 H -3.22 -2.86 0.62
46 H -1.83 -3.54 -1.49
47 H -1.87 -0.49 -4.68
48 H -2.62 1.13 -3.01
49 C -1.15 0.81 4.68
50 O -0.44 -0.07 4.24
51 N -1.57 0.84 5.98
52 N -1.59 1.85 3.91
53 H -2.16 1.56 6.36
54 H -1.26 0.09 6.57
55 H -1.30 1.86 2.94
56 H -2.18 2.59 4.25

Properties
maximum force = 2.2 eV/A
Kohn-Sham gap = 8.858 eV
DFT total energy = -1078.39196 Eh
2S+1 = 1
structure (SMILES) = CCCCCCCCCCCCC1=CC(=O)C=CC1=O.NC(N)=O
charge = 0
E_LUMO = -0.945 eV

=====

Entry 5:
The following is a quantum chemistry calculation of 7 unconnected molecules or ions with the total composition C43H101N7O7 at a distorted geometry, from the OMol25 dataset.

CARTESIAN COORDINATES (ANGSTROEM)
1 C -4.92 -6.62 0.79
2 C -3.78 -6.80 1.85
3 C -3.79 -5.78 3.05
4 O -3.56 -4.46 2.52
5 C -3.63 -3.36 3.39
6 N -3.88 -8.13 2.40
7 H -4.77 -7.39 0.02
8 H -4.83 -5.67 0.27
9 H -5.95 -6.81 1.09
10 H -2.87 -6.67 1.27
11 H -3.02 -5.93 3.81
12 H -4.70 -5.72 3.64
13 H -2.70 -3.33 3.96
14 H -4.39 -3.57 4.14
15 H -3.87 -2.40 2.92
16 H -3.81 -8.27 3.39
17 H -3.62 -8.96 1.88
18 C 1.63 -2.00 -5.46
19 C 2.10 -3.51 -5.18
20 C 2.43 -3.71 -3.72
21 O 3.25 -4.84 -3.53
22 C 3.17 -5.43 -2.20
23 N 0.95 -4.41 -5.40
24 H 2.35 -1.34 -4.97
25 H 0.64 -1.73 -5.09
26 H 1.65 -1.94 -6.54
27 H 2.80 -3.76 -5.98
28 H 1.66 -3.94 -2.99
29 H 3.00 -2.87 -3.32
30 H 2.26 -5.91 -1.83
31 H 3.41 -4.71 -1.43
32 H 3.99 -6.12 -2.01
33 H 0.78 -4.27 -6.39
34 H 1.37 -5.32 -5.44
35 C 9.34 1.72 0.44
36 C 8.90 0.39 -0.37
37 C 7.48 -0.05 0.15
38 O 7.59 -0.50 1.47
39 C 6.33 -0.94 2.11
40 N 8.89 0.61 -1.79
41 H 9.40 1.36 1.46
42 H 8.74 2.60 0.21
43 H 10.33 2.03 0.12
44 H 9.53 -0.47 -0.18
45 H 7.09 -0.83 -0.50
46 H 6.80 0.81 0.09
47 H 6.66 -1.36 3.06
48 H 5.94 -1.68 1.40
49 H 5.68 -0.09 2.30
50 H 8.66 -0.29 -2.19
51 H 9.82 0.77 -2.16
52 C 2.61 4.29 1.24
53 C 2.89 4.21 -0.32
54 C 3.03 2.77 -0.72
55 O 3.35 2.58 -2.12
56 C 4.12 1.48 -2.41
57 N 1.96 5.07 -1.05
58 H 2.89 5.30 1.53
59 H 3.26 3.54 1.69
60 H 1.56 4.12 1.49
61 H 3.78 4.83 -0.45
62 H 2.10 2.21 -0.70
63 H 3.76 2.39 0.00
64 H 5.13 1.56 -2.02
65 H 4.16 1.33 -3.49
66 H 3.57 0.58 -2.15
67 H 2.37 5.12 -1.97
68 H 1.08 4.58 -1.06
69 C -4.68 4.67 6.10
70 C -3.63 3.52 5.88
71 C -3.89 2.28 6.81
72 C -4.96 1.28 6.36
73 C -4.63 0.84 4.93
74 C -4.37 1.97 3.97
75 N -3.46 2.99 4.56
76 O -3.08 3.98 3.66
77 C -3.68 1.39 2.79
78 C -5.77 2.60 3.64
79 C -2.26 4.05 6.37
80 H -4.53 5.18 7.05
81 H -5.70 4.30 5.97
82 H -4.69 5.48 5.37
83 H -2.97 1.70 6.92
84 H -4.13 2.63 7.82
85 H -5.93 1.76 6.49
86 H -5.10 0.50 7.10
87 H -5.40 0.14 4.61
88 H -3.74 0.20 4.94
89 H -2.60 1.24 2.88
90 H -4.09 0.45 2.42
91 H -3.87 2.07 1.96
92 H -5.70 3.57 3.14
93 H -6.33 1.92 2.99
94 H -6.38 2.80 4.52
95 H -2.01 5.11 6.32
96 H -1.36 3.52 6.05
97 H -2.14 3.87 7.44
98 H -2.15 3.72 3.64
99 C -0.91 -0.27 -0.42
100 C 0.05 -1.15 0.58
101 C 1.39 -0.53 0.37
102 C 2.42 -0.79 1.50
103 C 1.80 -0.45 2.93
104 C 0.39 -1.17 3.22
105 N -0.45 -0.88 1.96
106 O -1.77 -1.23 2.10
107 C 0.69 -2.70 3.57
108 C -0.19 -0.50 4.43
109 C 0.24 -2.65 0.24
110 H -0.62 -0.28 -1.47
111 H -1.92 -0.57 -0.17
112 H -0.99 0.76 -0.08
113 H 1.86 -0.86 -0.56
114 H 1.11 0.53 0.40
115 H 2.83 -1.78 1.33
116 H 3.31 -0.18 1.36
117 H 1.52 0.60 2.81
118 H 2.52 -0.66 3.72
119 H 1.48 -3.03 2.90
120 H -0.28 -3.19 3.46
121 H 1.03 -2.90 4.59
122 H -0.55 0.50 4.22
123 H 0.46 -0.49 5.31
124 H -1.06 -1.03 4.82
125 H 0.28 -2.74 -0.85
126 H 1.17 -3.12 0.57
127 H -0.62 -3.24 0.55
128 H -1.83 -2.03 1.57
129 C -1.73 0.38 -7.16
130 C -2.55 1.43 -6.33
131 C -2.86 0.94 -4.87
132 C -1.63 0.94 -3.92
133 C -1.01 2.32 -3.77
134 C -0.73 3.04 -5.15
135 N -1.94 2.83 -6.08
136 O -1.85 3.43 -7.32
137 C -0.55 4.50 -5.06
138 C 0.46 2.35 -5.83
139 C -3.91 1.61 -7.03
140 H -1.25 0.93 -7.98
141 H -2.28 -0.47 -7.58
142 H -0.93 -0.07 -6.57
143 H -3.66 1.50 -4.39
144 H -3.18 -0.09 -4.99
145 H -0.95 0.21 -4.36
146 H -1.90 0.51 -2.96
147 H -0.06 2.09 -3.28
148 H -1.51 3.06 -3.15
149 H 0.32 4.88 -4.54
150 H -0.39 5.07 -5.97
151 H -1.40 4.97 -4.56
152 H 1.39 2.70 -5.38
153 H 0.47 1.27 -5.65
154 H 0.64 2.56 -6.89
155 H -3.78 2.21 -7.93
156 H -4.74 2.06 -6.48
157 H -4.30 0.61 -7.25
158 H -2.53 4.11 -7.26

Properties
maximum force = 3.6 eV/A
Kohn-Sham gap (spin up / spin down) = 7.560 / 2.933 eV
DFT total energy = -2608.24251 Eh
2S+1 = 2
charge = +1
E_LUMO (spin up / spin down) = -2.211 / -6.838 eV

=====

Entry 6:
The following is a quantum chemistry calculation of a single C6H11N molecule at a distorted geometry, from the OMol25 dataset.

CARTESIAN COORDINATES (ANGSTROEM)
1 C 1.25 -1.90 0.48
2 C 1.48 -1.02 -0.74
3 C 0.12 -0.55 -1.37
4 C -0.58 0.18 -0.25
5 C -0.77 1.52 -0.40
6 N -0.79 2.35 0.75
7 C -1.79 2.32 1.52
8 H 2.08 -2.60 0.61
9 H 0.37 -2.53 0.55
10 H 1.32 -1.35 1.43
11 H 2.16 -1.44 -1.49
12 H 1.95 -0.12 -0.33
13 H -0.42 -1.42 -1.77
14 H 0.22 0.18 -2.17
15 H -1.04 -0.24 0.63
16 H -1.03 1.98 -1.35
17 H -2.73 1.75 1.47
18 H -1.81 2.90 2.44

Properties
maximum force = 2.5 eV/A
Kohn-Sham gap = 9.475 eV
DFT total energy = -289.88036 Eh
2S+1 = 1
structure (SMILES) = C=N/C=C/CCC
charge = 0
E_LUMO = 1.097 eV

=====

Question: Among the records above, which one has the highest charge?
Answer: C43H101N7O7

=====

Question: What is the formula in the first record?
Answer: CH2Cl2O

=====

Question: What is the formula in the fourth record?
Answer: C19H32N2O3

=====

Copy entry 3 word for word.
The following is a quantum chemistry calculation of 2 unconnected molecules or ions with the total composition C4H7NO at a distorted geometry, from the OMol25 dataset.

CARTESIAN COORDINATES (ANGSTROEM)
1 C -0.02 0.79 -1.54
2 C 1.18 0.29 -0.80
3 N 1.41 0.62 0.41
4 C -1.06 -0.55 2.00
5 C -1.30 -1.27 0.93
6 O -1.49 -1.90 -0.04
7 H 0.29 1.46 -2.35
8 H -0.68 1.33 -0.86
9 H -0.57 -0.04 -1.99
10 H 1.85 -0.38 -1.36
11 H 2.27 0.19 0.75
12 H -0.34 0.26 1.91
13 H -1.55 -0.79 2.94

Properties
maximum force = 1.0 eV/A
Kohn-Sham gap = 10.048 eV
DFT total energy = -286.55475 Eh
2S+1 = 1
structure (SMILES) = [H]/N=C/C.C=C=O
charge = 0
E_LUMO = 0.969 eV